1.
Entry from the Open Molecules 2025 dataset: a 2-piece molecular cluster, C10H16 overall in a non-equilibrium geometry (ωB97M-V with the def2-TZVPD basis set).

The geometry in ORCA input format:
```
! wB97M-V def2-TZVPD RIJCOSX def2/J DEFGRID3
* xyz 0 1
C -1.47 -0.04 -1.90
C -2.56 0.57 -1.05
C -1.36 0.68 -3.24
H -0.55 0.05 -1.32
H -1.66 -1.10 -2.04
H -2.58 1.64 -0.81
H -1.19 1.75 -3.23
H -0.58 0.25 -3.86
H -2.63 0.18 -0.03
H -3.56 0.52 -1.50
H -2.36 0.68 -3.70
C 1.84 -2.21 2.57
C 0.23 -0.38 1.95
C 1.51 -0.92 1.86
C -0.05 0.76 1.22
C 2.49 -0.33 1.07
C 0.95 1.43 0.51
C 2.23 0.91 0.50
H -0.52 -0.81 2.60
H -1.05 1.15 1.19
H 2.54 -2.07 3.39
H 2.24 -2.92 1.84
H 3.40 -0.90 0.94
H 0.72 2.43 0.16
H 3.00 1.45 -0.03
H 0.98 -2.77 2.91
*
```

Energy relative to the best compared isomer or geometry (same formula, charge and spin) (kJ/mol): 61.8
Kohn-Sham gap (eV): 10.06
Structure (SMILES): Cc1ccccc1.CCC
HOMO (eV): -9.024
LUMO (Ha): 0.038

2.
Entry from the Open Molecules 2025 dataset: a 2-piece molecular cluster, C10H16 overall in a non-equilibrium geometry (ωB97M-V with the def2-TZVPD basis set).

The geometry in ORCA input format:
```
! wB97M-V def2-TZVPD RIJCOSX def2/J DEFGRID3
* xyz 0 1
C 0.32 0.69 3.21
C 1.32 1.76 3.62
C -0.60 0.25 4.45
H -0.44 0.98 2.37
H 0.93 -0.15 2.80
H 2.35 1.31 3.59
H -0.23 -0.48 4.86
H -0.65 1.13 5.27
H -1.62 -0.14 4.13
H 1.06 2.50 2.89
H 1.28 1.87 4.70
C 1.44 -1.99 -2.83
C -1.52 0.63 -1.23
C -0.78 -0.23 -0.41
C -1.17 0.80 -2.62
C 0.15 -1.08 -1.00
C -0.21 0.02 -3.13
C 0.43 -0.99 -2.43
H -2.50 1.01 -0.84
H -0.83 -0.10 0.62
H -1.94 1.44 -3.13
H 0.79 -1.72 -0.36
H 0.26 0.33 -4.06
H 2.12 -1.78 -3.65
H 0.93 -2.98 -3.03
H 2.16 -2.40 -2.03
*
```

Energy relative to the best compared isomer or geometry (same formula, charge and spin) (kJ/mol): 323.3
Kohn-Sham gap (eV): 9.62
Structure (SMILES): Cc1ccccc1.CCC
HOMO (eV): -8.680
LUMO (Ha): 0.035

3.
Entry from the Open Molecules 2025 dataset: a 2-piece molecular cluster, C10H16 overall in a non-equilibrium geometry (ωB97M-V with the def2-TZVPD basis set).

The geometry in ORCA input format:
```
! wB97M-V def2-TZVPD RIJCOSX def2/J DEFGRID3
* xyz 0 1
C 1.14 -2.75 1.20
C 2.32 -1.80 0.69
C 0.52 -3.29 -0.10
H 1.62 -3.44 1.91
H 0.32 -2.17 1.84
H 3.18 -2.31 0.23
H 0.61 -2.53 -0.82
H 1.25 -4.10 -0.29
H 2.78 -1.36 1.62
H 1.85 -0.97 0.06
H -0.49 -3.39 0.01
C -1.87 2.64 1.51
C -0.65 2.44 -2.18
C -0.98 3.02 -0.91
C -0.41 1.08 -2.28
C -1.09 2.20 0.23
C -0.36 0.27 -1.10
C -0.57 0.88 0.12
H -0.43 3.01 -2.97
H -1.17 4.09 -0.88
H -0.47 0.79 -3.31
H -0.19 -0.83 -1.17
H -1.82 1.92 2.34
H -2.89 2.70 1.30
H -0.61 0.25 1.07
H -1.60 3.64 1.89
*
```

Energy relative to the best compared isomer or geometry (same formula, charge and spin) (kJ/mol): 194.0
Kohn-Sham gap (eV): 9.96
Structure (SMILES): Cc1ccccc1.CCC
HOMO (eV): -8.921
LUMO (Ha): 0.038

4.
Entry from the Open Molecules 2025 dataset: a 2-piece molecular cluster, C10H16 overall in a non-equilibrium geometry (ωB97M-V with the def2-TZVPD basis set).

The geometry in ORCA input format:
```
! wB97M-V def2-TZVPD RIJCOSX def2/J DEFGRID3
* xyz 0 1
C 2.76 -1.23 0.01
C 3.37 -0.05 0.83
C 3.34 -2.59 0.52
H 1.67 -1.28 -0.01
H 3.19 -1.14 -0.98
H 4.28 0.26 0.33
H 4.19 -2.86 -0.10
H 3.55 -2.53 1.59
H 3.57 -0.46 1.81
H 2.70 0.79 0.73
H 2.62 -3.40 0.40
C -3.16 -0.98 0.64
C -0.96 0.25 0.66
C -2.24 0.10 0.13
C -0.03 1.05 0.01
C -2.63 0.90 -0.94
C -0.46 1.95 -0.95
C -1.73 1.80 -1.49
H -0.79 -0.12 1.67
H 0.95 1.14 0.45
H -2.65 -1.66 1.32
H -3.61 -1.52 -0.18
H -3.58 0.72 -1.43
H 0.24 2.69 -1.30
H -2.07 2.45 -2.28
H -3.97 -0.58 1.26
*
```

Energy relative to the best compared isomer or geometry (same formula, charge and spin) (kJ/mol): 91.9
Kohn-Sham gap (eV): 9.94
Structure (SMILES): Cc1ccccc1.CCC
HOMO (eV): -8.929
LUMO (Ha): 0.037

5.
Entry from the Open Molecules 2025 dataset: a 2-piece molecular cluster, C10H16 overall in a non-equilibrium geometry (ωB97M-V with the def2-TZVPD basis set).

The geometry in ORCA input format:
```
! wB97M-V def2-TZVPD RIJCOSX def2/J DEFGRID3
* xyz 0 1
C -2.77 0.76 0.48
C 1.36 1.86 1.12
C 0.53 1.56 2.19
C 0.80 1.83 -0.14
C -0.81 1.27 1.99
C -0.54 1.55 -0.37
C -1.35 1.21 0.71
H 2.43 2.03 1.22
H 0.97 1.23 3.13
H 1.41 1.99 -1.02
H -1.45 1.26 2.87
H -0.93 1.52 -1.38
H -3.48 1.37 1.03
H -2.87 -0.29 0.77
H -3.03 0.79 -0.57
C 0.53 -2.27 -0.90
C 0.16 -1.29 -2.02
C 1.94 -2.00 -0.33
H -0.19 -2.27 -0.08
H 0.50 -3.28 -1.31
H -0.94 -1.25 -2.10
H 2.44 -2.95 -0.18
H 2.50 -1.30 -0.97
H 0.54 -1.65 -2.98
H 0.40 -0.28 -1.73
H 1.85 -1.39 0.58
*
```

Energy relative to the best compared isomer or geometry (same formula, charge and spin) (kJ/mol): 68.1
Kohn-Sham gap (eV): 10.18
Structure (SMILES): Cc1ccccc1.CCC
HOMO (eV): -9.142
LUMO (Ha): 0.038

6.
Entry from the Open Molecules 2025 dataset: a 2-piece molecular cluster, C10H16 overall in a non-equilibrium geometry (ωB97M-V with the def2-TZVPD basis set).

The geometry in ORCA input format:
```
! wB97M-V def2-TZVPD RIJCOSX def2/J DEFGRID3
* xyz 0 1
C 0.36 1.03 0.97
C 1.81 1.18 1.56
C -0.48 -0.24 1.08
C 0.18 -1.39 1.51
C -1.87 -0.12 0.98
C -0.64 -2.50 1.86
C -2.58 -1.10 1.63
C -1.98 -2.26 2.10
H -0.11 1.80 1.55
H 0.44 1.17 -0.11
H 2.08 0.19 1.86
H 1.22 -1.63 1.39
H -2.30 0.82 0.73
H -0.21 -3.40 2.24
H -3.59 -0.91 1.97
H -2.52 -2.91 2.74
H 1.86 1.73 2.59
H 2.62 1.71 1.05
C 0.04 1.20 -3.47
C 1.43 0.58 -3.52
H -0.61 0.36 -3.14
H -0.12 1.94 -2.65
H -0.34 1.61 -4.41
H 1.33 -0.49 -3.87
H 2.15 1.15 -4.12
H 1.83 0.49 -2.52
*
```

Energy relative to the best compared isomer or geometry (same formula, charge and spin) (kJ/mol): 177.3
Kohn-Sham gap (eV): 9.81
Structure (SMILES): CCc1ccccc1.CC
HOMO (eV): -8.882
LUMO (Ha): 0.034

7.
Entry from the Open Molecules 2025 dataset: a 2-piece molecular cluster, C10H16 overall in a non-equilibrium geometry (ωB97M-V with the def2-TZVPD basis set).

The geometry in ORCA input format:
```
! wB97M-V def2-TZVPD RIJCOSX def2/J DEFGRID3
* xyz 0 1
C -0.64 -2.21 -1.63
C 1.35 1.61 -1.76
C -0.03 1.55 -1.81
C 2.09 0.45 -1.67
C -0.68 0.33 -1.79
C 1.43 -0.78 -1.64
C 0.04 -0.86 -1.76
H 1.82 2.58 -1.66
H -0.68 2.41 -1.86
H 3.17 0.38 -1.65
H -1.76 0.23 -1.85
H 1.99 -1.70 -1.56
H 0.02 -2.88 -1.09
H -0.85 -2.60 -2.63
H -1.60 -2.11 -1.13
C -0.33 0.56 1.77
C -1.80 0.40 2.21
C 0.61 0.04 2.84
H -0.15 0.04 0.84
H -0.22 1.63 1.60
H -2.48 0.54 1.37
H 0.33 0.35 3.85
H 0.80 -1.03 2.75
H -2.03 1.16 2.97
H -1.99 -0.59 2.63
H 1.59 0.51 2.69
*
```

Energy relative to the best compared isomer or geometry (same formula, charge and spin) (kJ/mol): 31.8
Kohn-Sham gap (eV): 10.09
Structure (SMILES): Cc1ccccc1.CCC
HOMO (eV): -9.110
LUMO (Ha): 0.036

8.
Entry from the Open Molecules 2025 dataset: a 2-piece molecular cluster, C10H16 overall in a non-equilibrium geometry (ωB97M-V with the def2-TZVPD basis set).

The geometry in ORCA input format:
```
! wB97M-V def2-TZVPD RIJCOSX def2/J DEFGRID3
* xyz 0 1
C -0.94 -2.89 -1.91
C 0.83 -2.07 -0.41
C -0.55 -2.06 -0.72
C 1.26 -1.63 0.84
C -1.44 -1.51 0.19
C 0.39 -0.97 1.70
C -0.94 -0.90 1.34
H 1.49 -2.44 -1.19
H 2.32 -1.78 1.03
H -0.44 -3.85 -1.77
H -0.79 -2.44 -2.89
H -2.50 -1.52 -0.01
H 0.73 -0.38 2.53
H -1.62 -0.47 2.06
H -1.97 -3.26 -1.92
C 0.39 2.83 -0.32
C -0.54 3.98 -0.73
C 1.48 3.34 0.63
H -0.14 2.00 0.14
H 0.72 2.40 -1.27
H -1.37 3.55 -1.32
H 1.49 4.43 0.60
H 1.26 3.07 1.68
H 2.43 2.84 0.50
H -1.05 4.54 0.05
H -0.09 4.66 -1.45
*
```

Energy relative to the best compared isomer or geometry (same formula, charge and spin) (kJ/mol): 80.8
Kohn-Sham gap (eV): 9.99
Structure (SMILES): Cc1ccccc1.CCC
HOMO (eV): -9.019
LUMO (Ha): 0.036